Entry from the Open Molecules 2025 dataset: one molecule with the formula C14H13ClO5 (ωB97M-V with the def2-TZVPD basis set).

Summary:
* maximum force: 0.982 eV Å⁻¹
* E_tot: -37489.0852 eV
* SMILES: CCc1cc(=O)oc2cc(OCC(=O)OC)c(Cl)cc12

Structure (XYZ):
```
33
Properties=species:S:1:pos:R:3:forces:R:3:nbo_charge:R:1
C -3.8123 -1.4229 -1.6821 -0.061 -0.044 0.132 -0.5954
C -3.9123 -1.0990 -0.1889 0.020 0.068 -0.170 -0.4385
C -2.8789 -0.0850 0.1974 -0.316 0.526 0.149 0.1153
C -3.2022 1.2222 0.3238 -0.006 -0.510 -0.068 -0.3459
C -2.2358 2.2500 0.6465 -0.247 0.558 0.020 0.7376
O -2.4738 3.4247 0.7721 0.134 -0.385 -0.029 -0.5635
O -0.9363 1.8352 0.8203 0.129 0.260 0.049 -0.4726
C -0.5798 0.5414 0.7021 0.076 -0.972 -0.112 0.4307
C 0.7695 0.2533 0.9000 -0.016 0.072 0.039 -0.3459
C 1.2338 -1.0455 0.7949 -0.467 -0.048 -0.007 0.3314
O 2.5138 -1.4396 0.9761 -0.109 0.030 -0.094 -0.4598
C 3.5085 -0.4614 1.1192 0.083 0.200 -0.067 -0.1730
C 3.6448 0.4094 -0.1310 -0.104 -0.225 0.040 0.7620
O 3.1040 0.1919 -1.1776 0.051 -0.002 -0.027 -0.5711
O 4.4544 1.4392 0.1122 0.099 -0.065 0.413 -0.5055
C 4.6830 2.3279 -0.9792 -0.029 0.123 -0.362 -0.2632
C 0.3040 -2.0645 0.5048 0.155 0.123 0.041 -0.1036
Cl 0.8762 -3.6842 0.3942 0.004 -0.285 -0.040 0.0277
C -1.0257 -1.7857 0.3114 0.196 0.287 0.072 -0.1666
C -1.5034 -0.4713 0.3980 0.494 0.309 0.123 -0.1989
H -2.8275 -1.8095 -1.9317 0.074 -0.045 -0.091 0.2094
H -3.9860 -0.5259 -2.2715 0.002 0.054 -0.077 0.2130
H -4.5583 -2.1654 -1.9538 -0.033 -0.074 -0.082 0.2154
H -3.7839 -2.0098 0.3971 -0.061 0.003 0.063 0.2145
H -4.9040 -0.6968 0.0225 0.038 -0.044 0.086 0.2201
H -4.2135 1.5712 0.1849 -0.076 0.027 0.005 0.2307
H 1.4226 1.0807 1.1228 0.101 0.094 0.036 0.2303
H 4.4424 -1.0132 1.2602 -0.110 0.153 0.016 0.2338
H 3.3433 0.1758 1.9968 0.025 -0.072 -0.106 0.2064
H 5.3765 3.0803 -0.6142 -0.038 -0.044 -0.008 0.2003
H 3.7446 2.7886 -1.2926 0.084 -0.026 0.025 0.1982
H 5.1103 1.7857 -1.8242 -0.021 0.062 0.061 0.1968
H -1.6976 -2.5976 0.0894 -0.067 -0.108 -0.032 0.2301
```
Positions in Å, forces in eV/Å.